[1]
Entry from OMol25: a single C10H16NP molecule in a non-equilibrium geometry (ωB97M-V/def2-TZVPD).

Structure (XYZ):
```
28
Properties=species:S:1:pos:R:3
C -4.0783 -0.2489 -1.5957
C -2.6648 -0.4319 -1.0367
C -2.2116 0.7595 -0.1970
C -0.8452 0.5683 0.4095
P 0.6877 1.4824 -0.4940
N 1.0849 2.7134 0.6339
C 1.9272 0.1875 0.0712
C 2.9831 0.4371 0.9812
C 3.7365 -0.6751 1.3351
C 3.4837 -1.9251 0.8618
C 2.4253 -2.1626 0.0734
C 1.6433 -1.1108 -0.4092
H -4.4165 -1.0378 -2.2292
H -4.9076 -0.0638 -0.9318
H -4.0824 0.7143 -2.1246
H -2.1901 -0.6878 -2.0448
H -2.5620 -1.2961 -0.3923
H -2.2110 1.5688 -0.8990
H -2.9280 0.8767 0.5766
H -0.7730 0.8908 1.3990
H -0.5230 -0.4325 0.3803
H 0.7097 2.4635 1.5112
H 1.1841 3.6482 0.4376
H 3.1428 1.3918 1.5031
H 4.3738 -0.4489 2.1657
H 4.1670 -2.7206 1.2287
H 2.1104 -3.1294 -0.3040
H 0.7338 -1.3311 -0.9100
```

**SMILES string**: CCCCP(N)c1ccccc1
**HOMO energy**: -0.306 hartree
**ΔE to the lowest compared entry with this formula, charge and spin**: 0.00 kJ/mol

---

[2]
Entry from OMol25: a molecular structure, C60H58ClN6OP2S2Ti in a non-equilibrium geometry (ωB97M-V/def2-TZVPD).

Structure (XYZ):
```
131
Properties=species:S:1:pos:R:3
Ti 0.1442 0.8604 -0.5538
O -0.2896 -4.2136 0.7281
S -0.9289 -2.9384 1.1652
C -2.6869 -3.1532 0.8232
C -3.2508 -4.4098 0.9885
C -4.6291 -4.5580 0.9449
C -5.4259 -3.4295 0.7577
C -4.8397 -2.1990 0.4920
C -3.4522 -2.0610 0.4892
P -2.6446 -0.6574 -0.4350
C -2.9809 -1.5364 -2.0245
C -1.9497 -2.3623 -2.4558
C -2.1044 -3.1895 -3.5589
C -3.3065 -3.1963 -4.2476
C -4.3572 -2.3989 -3.8057
C -4.2053 -1.5866 -2.6914
C -3.9183 0.6370 -0.2614
C -4.5381 1.2900 -1.3219
C -5.4866 2.2758 -1.0797
C -5.8087 2.6308 0.2217
C -5.1620 2.0127 1.2857
C -4.2215 1.0254 1.0451
C -0.9128 -3.0094 2.9923
C -1.7984 -3.7707 3.7466
C -1.6153 -3.9061 5.1128
C -0.5444 -3.2764 5.7309
C 0.3409 -2.5196 4.9771
C 0.1835 -2.3786 3.5972
P 1.4093 -1.4656 2.5231
C 2.6185 -2.8109 2.2090
C 2.7376 -3.9596 2.9888
C 3.6604 -4.9414 2.6552
C 4.4576 -4.8010 1.5270
C 4.3538 -3.6567 0.7497
C 3.4482 -2.6634 1.0996
C 2.2847 -0.4735 3.8070
C 3.6585 -0.5414 4.0120
C 4.2615 0.2370 4.9965
C 3.5009 1.0852 5.7836
C 2.1282 1.1753 5.5719
C 1.5300 0.4145 4.5812
H -2.5905 -5.2592 1.1258
H -5.0769 -5.5361 1.0676
H -6.5055 -3.5182 0.7653
H -5.4737 -1.3521 0.2718
H -1.0127 -2.3741 -1.9157
H -1.2819 -3.8209 -3.8749
H -3.4376 -3.8385 -5.1091
H -5.3113 -2.4247 -4.3175
H -5.0546 -1.0194 -2.3349
H -4.2951 1.0357 -2.3445
H -5.9730 2.7648 -1.9148
H -6.5623 3.3854 0.4068
H -5.3931 2.3030 2.3028
H -3.7198 0.5443 1.8787
H -2.6398 -4.2635 3.2896
H -2.3050 -4.5127 5.6867
H -0.3919 -3.3796 6.7985
H 1.1795 -2.0531 5.4710
H 2.1150 -4.0944 3.8637
H 3.7536 -5.8210 3.2801
H 5.1598 -5.5800 1.2574
H 4.9703 -3.5380 -0.1323
H 3.3994 -1.7545 0.5045
H 4.2600 -1.2208 3.4207
H 5.3314 0.1687 5.1533
H 3.9688 1.6696 6.5659
H 1.5281 1.8453 6.1759
H 0.4598 0.4874 4.4133
S -0.8010 1.2763 1.6395
C 0.8040 1.8566 1.9908
C 1.1679 2.6282 3.0849
C 2.5114 2.8725 3.2914
C 3.4476 2.3401 2.4074
C 2.9927 1.6295 1.3192
N 1.6942 1.4106 1.1044
H 0.4066 3.0144 3.7498
H 2.8356 3.4545 4.1445
H 4.5082 2.4838 2.5572
H 3.6877 1.2079 0.6045
C -1.8704 3.2965 -0.6420
C -0.4280 3.6338 -0.8246
C 0.1482 4.8610 -0.8577
C 1.5504 4.6718 -1.1034
C 1.7801 3.3391 -1.2149
C 3.0605 2.6638 -1.6110
N 0.5657 2.6580 -1.0378
H -2.1698 3.3277 0.4028
H -2.0983 2.3007 -1.0219
H -2.4922 4.0088 -1.1862
H -0.3698 5.8008 -0.7372
H 2.2977 5.4490 -1.1806
H 3.3245 2.9245 -2.6378
H 2.9788 1.5785 -1.5552
H 3.8849 2.9908 -0.9773
Cl 2.7432 -4.9314 -4.7833
C 2.3470 -3.7129 -3.6190
C 1.5303 -4.0220 -2.5440
C 1.2394 -3.0473 -1.5988
C 1.7283 -1.7499 -1.7280
C 1.4908 -0.7148 -0.6770
C 2.5842 -1.4784 -2.7982
C 2.8959 -2.4430 -3.7409
H 1.1464 -5.0280 -2.4258
H 0.6724 -3.3408 -0.7166
H 2.4424 -0.2272 -0.4723
H 1.1400 -1.1906 0.2602
H 3.0418 -0.4969 -2.8722
H 3.5782 -2.2254 -4.5529
C -1.4552 1.8753 -3.6129
N -1.6337 2.0801 -5.0399
C -1.6900 0.7773 -5.7117
N -0.4679 0.0083 -5.4794
C -0.3044 -0.1787 -4.0501
N -0.2215 1.1066 -3.2891
C 0.9206 1.8647 -3.8841
N 0.7732 2.0684 -5.3152
C -0.4690 2.8128 -5.5542
C 0.6724 0.7698 -5.9879
H -2.3140 1.3281 -3.2235
H -1.3901 2.8505 -3.1308
H -1.8180 0.9360 -6.7826
H -2.5440 0.2120 -5.3310
H 0.6042 -0.7441 -3.8705
H -1.1505 -0.7366 -3.6842
H 1.8342 1.3007 -3.6950
H 0.9748 2.8390 -3.4041
H -0.5941 2.9710 -6.6255
H -0.4070 3.7822 -5.0566
H 1.5888 0.2013 -5.8160
H 0.5510 0.9283 -7.0596
```

**Total charge**: +1
**HOMO energy**: -0.373 hartree
**ΔE to the lowest compared entry with this formula, charge and spin**: 112.34 kJ/mol

---

[3]
Entry from OMol25: a molecular structure, C32H31AsCl2F6N6NbO3STe in a non-equilibrium geometry (ωB97M-V/def2-TZVPD).

Structure (XYZ):
```
84
Properties=species:S:1:pos:R:3
Nb 0.6908 0.4963 -0.5361
Cl 3.9292 -0.1311 -6.7498
C 3.6416 -0.0739 -5.0990
C 2.3113 0.0845 -4.6965
C 2.0384 0.5007 -3.3820
N 0.7621 0.5501 -2.7339
C -0.3794 0.5999 -3.4392
O -0.5373 0.4100 -4.6539
C -1.6114 0.6827 -2.6367
C -2.7813 1.0874 -3.2493
C -3.9922 0.7666 -2.6095
C -4.0321 -0.0852 -1.4612
C -2.8089 -0.4436 -0.9497
N -1.6281 0.0111 -1.4531
C 3.0331 0.5963 -2.3843
C 4.2871 0.2649 -2.7865
C 4.6654 0.0762 -4.0853
Cl 6.3256 0.2688 -4.4502
N 2.6162 0.9235 -1.1142
C 3.5424 1.5598 -0.3172
O 4.4988 2.1399 -0.8261
C 3.3595 1.2716 1.1143
C 4.4059 1.6316 1.9544
C 4.2343 1.3991 3.2897
C 3.0777 0.8317 3.7866
C 2.0939 0.5150 2.8774
N 2.2578 0.6895 1.5607
H 1.5363 0.0598 -5.3983
H -2.7817 1.6638 -4.1542
H -4.9095 1.0602 -3.0725
H -4.9755 -0.3610 -1.0547
H -2.7532 -1.1408 -0.1335
H 5.1312 0.2032 -2.0758
H 5.3090 2.0287 1.4843
H 5.0260 1.7004 3.9372
H 2.7806 0.9349 4.8014
H 1.1262 0.1466 3.2204
C -2.7083 5.5093 1.1093
C -1.7265 4.7745 2.0125
N -2.0674 3.3504 2.2204
C -3.0825 3.0347 3.2872
C -4.5287 2.9920 2.7534
C -1.6569 2.3047 1.3973
S -0.4657 2.7261 0.0848
N -1.9333 1.0808 1.8079
C -1.3116 -0.1155 1.7785
O -0.3308 -0.3409 1.0174
C -1.6884 -1.2505 2.6233
C -2.8812 -1.3025 3.3413
C -3.1891 -2.4135 4.0975
C -2.3718 -3.5604 4.0771
C -1.2686 -3.5655 3.2513
C -0.8579 -2.4345 2.5810
H -2.2700 6.4813 0.8722
H -3.6682 5.6511 1.6032
H -2.7748 4.9380 0.1400
H -1.9056 5.1673 3.0748
H -0.6817 4.8885 1.6547
H -2.8954 3.7993 4.0251
H -2.7014 2.0675 3.7017
H -4.5777 3.1458 1.6796
H -5.1749 3.7362 3.2777
H -4.9805 2.0322 2.9741
H -3.5464 -0.4590 3.3809
H -4.1282 -2.4867 4.6223
H -2.6154 -4.5042 4.5405
H -0.6908 -4.4909 3.1240
H 0.0544 -2.5012 1.9634
F 0.8993 -1.4042 -0.8156
As 4.3923 -3.1147 0.2872
F 4.0652 -2.8254 -1.3991
F 3.1668 -4.4114 0.1112
F 5.6874 -4.1154 0.8027
F 3.7019 -2.6569 1.8657
F 5.2687 -1.5956 0.1832
C -1.5155 -4.2610 -4.4553
Te -0.4921 -3.3875 -2.7879
C 1.0530 -4.8675 -2.6054
H -1.7097 -3.5009 -5.2265
H -2.4559 -4.6737 -4.0793
H -0.8771 -5.1024 -4.7286
H 0.8493 -5.4244 -1.6621
H 1.9949 -4.3495 -2.5482
H 1.1069 -5.4830 -3.5401
```

**Total charge**: +2
**⟨S²⟩**: 0.77
**2S+1**: 2
**HOMO energy (spin up / spin down)**: -0.428 / -0.424 hartree
**ΔE to the lowest compared entry with this formula, charge and spin**: 132.59 kJ/mol

---

Copy entry 3 word for word.
Entry from OMol25: a molecular structure, C32H31AsCl2F6N6NbO3STe in a non-equilibrium geometry (ωB97M-V/def2-TZVPD).

Structure (XYZ):
```
84
Properties=species:S:1:pos:R:3
Nb 0.6908 0.4963 -0.5361
Cl 3.9292 -0.1311 -6.7498
C 3.6416 -0.0739 -5.0990
C 2.3113 0.0845 -4.6965
C 2.0384 0.5007 -3.3820
N 0.7621 0.5501 -2.7339
C -0.3794 0.5999 -3.4392
O -0.5373 0.4100 -4.6539
C -1.6114 0.6827 -2.6367
C -2.7813 1.0874 -3.2493
C -3.9922 0.7666 -2.6095
C -4.0321 -0.0852 -1.4612
C -2.8089 -0.4436 -0.9497
N -1.6281 0.0111 -1.4531
C 3.0331 0.5963 -2.3843
C 4.2871 0.2649 -2.7865
C 4.6654 0.0762 -4.0853
Cl 6.3256 0.2688 -4.4502
N 2.6162 0.9235 -1.1142
C 3.5424 1.5598 -0.3172
O 4.4988 2.1399 -0.8261
C 3.3595 1.2716 1.1143
C 4.4059 1.6316 1.9544
C 4.2343 1.3991 3.2897
C 3.0777 0.8317 3.7866
C 2.0939 0.5150 2.8774
N 2.2578 0.6895 1.5607
H 1.5363 0.0598 -5.3983
H -2.7817 1.6638 -4.1542
H -4.9095 1.0602 -3.0725
H -4.9755 -0.3610 -1.0547
H -2.7532 -1.1408 -0.1335
H 5.1312 0.2032 -2.0758
H 5.3090 2.0287 1.4843
H 5.0260 1.7004 3.9372
H 2.7806 0.9349 4.8014
H 1.1262 0.1466 3.2204
C -2.7083 5.5093 1.1093
C -1.7265 4.7745 2.0125
N -2.0674 3.3504 2.2204
C -3.0825 3.0347 3.2872
C -4.5287 2.9920 2.7534
C -1.6569 2.3047 1.3973
S -0.4657 2.7261 0.0848
N -1.9333 1.0808 1.8079
C -1.3116 -0.1155 1.7785
O -0.3308 -0.3409 1.0174
C -1.6884 -1.2505 2.6233
C -2.8812 -1.3025 3.3413
C -3.1891 -2.4135 4.0975
C -2.3718 -3.5604 4.0771
C -1.2686 -3.5655 3.2513
C -0.8579 -2.4345 2.5810
H -2.2700 6.4813 0.8722
H -3.6682 5.6511 1.6032
H -2.7748 4.9380 0.1400
H -1.9056 5.1673 3.0748
H -0.6817 4.8885 1.6547
H -2.8954 3.7993 4.0251
H -2.7014 2.0675 3.7017
H -4.5777 3.1458 1.6796
H -5.1749 3.7362 3.2777
H -4.9805 2.0322 2.9741
H -3.5464 -0.4590 3.3809
H -4.1282 -2.4867 4.6223
H -2.6154 -4.5042 4.5405
H -0.6908 -4.4909 3.1240
H 0.0544 -2.5012 1.9634
F 0.8993 -1.4042 -0.8156
As 4.3923 -3.1147 0.2872
F 4.0652 -2.8254 -1.3991
F 3.1668 -4.4114 0.1112
F 5.6874 -4.1154 0.8027
F 3.7019 -2.6569 1.8657
F 5.2687 -1.5956 0.1832
C -1.5155 -4.2610 -4.4553
Te -0.4921 -3.3875 -2.7879
C 1.0530 -4.8675 -2.6054
H -1.7097 -3.5009 -5.2265
H -2.4559 -4.6737 -4.0793
H -0.8771 -5.1024 -4.7286
H 0.8493 -5.4244 -1.6621
H 1.9949 -4.3495 -2.5482
H 1.1069 -5.4830 -3.5401
```

**Total charge**: +2
**⟨S²⟩**: 0.77
**2S+1**: 2
**HOMO energy (spin up / spin down)**: -0.428 / -0.424 hartree
**ΔE to the lowest compared entry with this formula, charge and spin**: 132.59 kJ/mol